ORCA calculation (ωB97M-V/def2-TZVPD) on a cluster of 5 separate species, C28H41BrFNO16 in total.

XYZ file:
```
88
Properties=species:S:1:pos:R:3
Br 2.422 5.666 -2.574
F -0.157 3.979 -1.263
O -7.466 -1.671 4.767
O 3.960 -0.091 2.297
O -6.466 -1.727 2.777
O 0.371 -1.638 -2.901
O -0.353 0.555 6.738
O 6.030 -0.141 -7.377
O 0.560 2.487 -5.598
O 3.512 2.036 1.712
O 4.593 -1.597 -6.433
O -2.590 0.688 6.514
O -7.043 0.254 3.679
O -2.820 1.570 -1.346
O 1.956 0.772 2.733
O 2.623 -1.340 -2.874
O 6.622 -2.289 -7.043
O -1.276 1.933 5.219
N 2.055 3.190 -3.919
C -2.082 1.165 -2.441
C 2.736 1.592 -1.322
C 0.815 2.691 -4.433
C -1.526 1.034 -1.103
C 1.905 3.691 -2.602
C 4.572 -3.035 -6.338
C -7.000 -0.929 3.733
C 3.639 0.837 -2.321
C -0.035 2.438 -3.182
C -1.313 1.014 6.212
C -1.535 2.268 -3.325
C -3.459 1.636 5.856
C 1.841 -0.645 2.972
C -7.248 -3.972 5.527
C 3.755 -3.483 -5.155
C 1.389 -1.388 -2.297
C 2.920 -0.010 -3.359
C 0.944 -0.930 4.149
C 3.176 1.009 2.204
C -7.470 -3.051 4.355
C 3.291 -1.024 3.162
C 0.372 3.723 -2.483
C -2.604 2.040 4.678
C -6.366 -3.049 3.324
C 2.714 3.119 -1.460
C -4.784 1.015 5.500
C 5.774 -1.231 -6.993
C 6.049 -3.340 -6.253
H 3.513 -2.045 2.863
H -6.501 -3.795 2.544
H 2.723 -3.150 -5.255
H 4.147 -3.424 -7.267
H 3.581 -0.151 -4.207
H -6.308 -3.738 6.029
H -4.638 0.143 4.864
H -5.300 0.679 6.399
H 4.143 -3.046 -4.234
H 2.014 0.437 -3.754
H 3.148 1.417 -0.336
H -5.420 1.725 4.979
H -1.638 0.104 -0.572
H 0.100 4.534 -3.151
H -8.044 -3.855 6.261
H -1.805 1.997 -4.340
H -5.375 -3.166 3.770
H 0.434 1.539 -2.806
H 4.249 0.144 -1.755
H 6.437 -3.258 -5.234
H -2.693 1.349 3.837
H 3.736 3.473 -1.454
H -2.084 3.152 -3.029
H 3.765 -4.569 -5.063
H -7.227 -5.011 5.200
H -2.793 3.053 4.333
H 1.435 -1.102 2.064
H 1.373 -1.197 -1.214
H 1.737 1.171 -1.282
H 1.306 -0.434 5.048
H -0.060 -0.552 3.961
H -8.439 -3.255 3.890
H -0.824 1.764 -0.743
H 4.311 1.530 -2.820
H -2.365 0.260 -2.940
H 6.313 -4.312 -6.662
H 0.884 -2.002 4.336
H 3.639 -0.860 4.184
H -3.605 2.478 6.538
H 2.873 2.648 -4.143
H 2.257 3.503 -0.555
```

Results
E_LUMO, Ha: 0.003
Multiplicity: 1
E_HOMO, eV: -9.735
Structure (SMILES): O=COCCCC[C@@]1(Br)NC(=O)[C@H](C[C@H]2CO2)[C@H]1F.C[C@@H]1COC(=O)O1.C[C@@H]1COC(=O)O1.C[C@@H]1COC(=O)O1.C[C@@H]1COC(=O)O1



ORCA calculation (ωB97M-V/def2-TZVPD) on the molecule C10H18O2S2.

XYZ file:
```
32
Properties=species:S:1:pos:R:3
S 2.016 -0.174 -3.001
S 0.165 -1.297 -2.939
O 2.837 0.763 -0.689
O -0.845 -0.667 -3.776
C 1.000 -0.690 1.737
C -0.364 1.149 -0.677
C 0.644 -1.189 0.325
C 0.580 -0.039 -0.668
C -0.057 2.052 0.539
C -0.666 -1.982 0.388
C 1.914 0.285 -1.282
C -0.125 2.005 -1.938
C 1.757 -2.165 -0.102
C -1.846 0.760 -0.659
H 1.853 -0.018 1.700
H 1.609 -2.505 -1.124
H -0.356 1.451 -2.843
H -0.509 3.028 0.380
H 0.166 -0.177 2.205
H 0.900 2.369 -1.986
H -0.782 2.871 -1.909
H -0.467 1.640 1.456
H -1.449 -1.432 0.897
H 1.015 2.187 0.659
H 2.738 -1.704 -0.023
H -2.151 0.364 0.304
H 1.750 -3.035 0.550
H -1.006 -2.242 -0.612
H -2.062 0.028 -1.433
H -0.498 -2.903 0.942
H -2.444 1.646 -0.857
H 1.260 -1.545 2.357
```

Results
E_LUMO (spin up / spin down), Ha: -0.019 / -0.041
Multiplicity: 1
E_HOMO (spin up / spin down), eV: -8.723 / -8.301
Energy above the lowest of the compared OMol25 structures with the same formula, charge and spin, eV: 1.1357



ORCA calculation (ωB97M-V/def2-TZVPD) on the molecule C3H8N2S3.

XYZ file:
```
16
Properties=species:S:1:pos:R:3
S 1.185 1.600 0.503
S 3.273 -0.546 0.331
S -1.681 1.110 -0.381
N 0.090 -0.806 0.160
N 0.964 -0.543 -0.896
C 1.918 0.355 -0.481
C -0.353 0.447 0.714
C -2.959 -0.059 0.218
H -2.532 -1.135 0.156
H -3.711 0.063 -0.596
H 0.410 -0.422 -1.694
H -0.577 0.316 1.722
H 2.179 0.811 -1.451
H 4.437 -0.151 -0.389
H 0.396 -1.451 0.831
H -3.040 0.410 1.252
```

Results
E_LUMO, Ha: 0.024
Multiplicity: 1
E_HOMO, eV: -8.604
Structure (SMILES): CS[C@H]1NN[C@H](S)S1
Energy above the lowest of the compared OMol25 structures with the same formula, charge and spin, eV: 1.6087